[1]
This record from the Open Molecules 2025 dataset describes C5H6O2 in the gas phase in a non-equilibrium geometry. The level of theory is wB97M-V/def2-TZVPD.

Summary:
**Orbital gap**: 9.49 eV
**Relative energy (zero: lowest compared OMol25 entry of this formula, charge and spin)**: 3.061 eV
**Net charge**: 0
**SMILES**: C[C@@H]1C=CC(=O)O1

Geometry (Å):
O 2.49446 -1.50060 -0.16181
O 0.30564 -1.18398 0.40786
C 1.56597 -0.79649 0.12668
C -0.55084 0.00539 0.51792
C 1.56433 0.68769 0.09161
C 0.30806 1.19717 0.12653
C -1.80381 -0.24612 -0.28836
H -1.58431 -0.23333 -1.36137
H -2.18929 -1.23323 -0.01827
H 2.44281 1.29139 -0.02728
H -0.81150 0.08150 1.59514
H 0.80471 1.40382 -0.94934
H -2.54623 0.52680 -0.05932

Forces on atoms 1 to 3 (eV/Å):
O -0.52 -0.22 0.25
O 0.32 0.05 0.07
C 0.60 -0.18 0.28

[2]
This record from the Open Molecules 2025 dataset describes 4 unconnected molecules or ions with the total composition C30H64Br6FN3O4PSSi in a non-equilibrium geometry. The level of theory is wB97M-V/def2-TZVPD.

Summary:
**Orbital gap**: 7.71 eV
**Net charge**: +1

Geometry (Å):
Br 5.72577 2.85288 4.74211
Br -2.09402 4.13503 2.14093
Br -1.16391 4.40296 -1.38102
Br 2.22493 2.07497 3.95660
Br -5.60519 0.66252 1.76602
Br -4.63012 0.58631 -1.79611
S 1.24693 -3.18824 0.09545
P 2.62327 1.38363 0.36868
Si -2.55472 -1.57579 4.62053
F 0.08566 1.33070 1.37267
O -2.65533 -1.85914 2.96485
O 1.16795 -1.45998 -3.59442
O -1.67469 -1.60616 -3.66088
O 3.84691 0.69261 -2.33313
N -2.93116 -3.94635 -2.53945
N 1.37633 -0.76410 -1.35540
N -1.22650 1.19492 -0.38003
C -0.14614 0.53165 0.28273
C -1.96702 5.72360 1.02122
C 3.76742 -0.71700 -2.35493
C 0.98249 -0.38294 -2.75237
C 3.10727 2.97702 -0.39774
C 4.29550 2.26899 5.92477
C 4.11383 0.41361 0.75259
C 2.73031 -1.37463 -1.44659
C -2.92347 0.20384 5.10990
C 4.15505 2.69538 -3.67018
C 0.32016 -1.37593 1.92946
C -0.60827 -2.45155 -1.61748
C -5.30241 2.13010 0.52594
C -1.79945 -1.27623 0.77989
C -3.11691 -2.58504 -2.01378
C -2.36165 -0.75501 2.09936
C -5.81236 1.81353 -0.85386
C -1.83619 -1.77040 -2.23927
C 0.34744 -1.67235 -0.66665
C 1.37626 -0.79055 2.55668
C 3.41648 1.24845 5.25597
C -2.46397 5.44256 -0.36985
C 0.81560 -2.40326 -5.77954
C 1.24137 0.58511 -0.60921
C 1.64639 -3.53717 -5.17098
C -0.28974 -0.97184 0.59402
C 0.89310 -1.12063 -4.95557
C -0.87971 -2.17825 5.22249
C 4.32593 1.19399 -3.57106
C -3.82880 -2.71897 5.39750
H 1.69051 -4.38078 -5.85589
H -0.20830 -2.76220 -5.83874
H -6.79435 1.35281 -0.84342
H -0.64032 -3.05858 4.61968
H -1.73797 0.01090 2.56679
H -3.40681 -3.29896 6.21447
H 3.58912 -1.06095 -3.37453
H 0.97497 1.38513 -1.29756
H -3.89710 -2.07684 -2.57715
H -5.83994 2.71268 -1.46534
H 4.61692 0.92869 1.57130
H 3.13746 2.96394 -3.94413
H -2.42677 -0.91728 -0.02307
H 4.08207 2.94795 -0.87806
H 4.81754 3.03819 -4.46182
H -0.20356 -2.18085 2.43600
H 3.80197 0.74145 -4.41990
H -3.31349 -0.27279 1.87540
H -0.04749 -0.01662 -2.78141
H -0.99122 -3.28626 -1.04666
H -2.02152 -0.77580 -1.82539
H 2.36240 3.26243 -1.14060
H 4.85171 0.32176 -0.04763
H 1.19211 -3.90964 -4.25720
H 1.60455 0.45336 -3.08310
H 5.38661 0.95995 -3.70115
H 3.15823 -1.54939 -0.46811
H -3.40111 -2.57284 -0.96291
H -1.32057 2.14565 -0.05173
H -4.73537 -2.20117 5.69949
H -4.11910 -3.44966 4.63972
H 1.74946 -0.53954 -5.31458
H 1.41864 0.26975 2.79714
H -4.23665 2.34153 0.54547
H 3.75205 3.15760 6.22712
H -3.39052 4.87792 -0.37782
H 2.67129 -3.22616 -4.97172
H -0.02623 -2.90626 -2.41060
H -3.68251 0.17139 5.88884
H -2.58860 6.47462 1.50300
H 3.91192 -0.59282 1.10894
H -0.93803 -2.52997 6.24948
H -2.03164 0.64195 5.55541
H -3.29610 0.80523 4.28459
H -3.75943 -4.19833 -3.06243
H 3.98631 0.49323 4.72367
H -1.92492 -2.36106 0.79992
H 0.19060 -3.83068 0.60194
H 4.43665 3.19854 -2.74970
H 3.05836 3.71274 0.39778
H -2.59834 6.36511 -0.92960
H -5.84716 2.97420 0.94360
H -0.03938 -0.56820 -5.04059
H -0.93042 6.04265 1.04186
H 1.21568 -2.23252 -6.77571
H 2.76524 0.76622 5.98175
H -1.17135 1.18030 -1.38757
H -2.89030 -4.61463 -1.77987
H 4.73213 -1.14825 -2.06815
H 2.23665 -1.37968 2.87195
H 4.79201 1.83395 6.78897
H -2.22689 -0.85487 -3.89632
H 2.60244 -2.36663 -1.87192
H -0.06274 -1.47447 5.07695

Forces on atoms 1 to 3 (eV/Å):
Br -0.06 0.04 -0.01
Br 0.08 -0.01 -0.04
Br -0.03 0.11 -0.13

[3]
This record from the Open Molecules 2025 dataset describes 2 unconnected molecules or ions with the total composition CClF3OS in a non-equilibrium geometry. The level of theory is wB97M-V/def2-TZVPD.

Summary:
**Orbital gap (alpha / beta)**: 9.23 / 10.61 eV
**Relative energy (zero: lowest compared OMol25 entry of this formula, charge and spin)**: 0.097 eV
**Net charge**: 0
**Multiplicity**: 3
**<S²>**: 2.006

Geometry (Å):
Cl 1.36479 1.34691 -0.30304
S -1.89518 -0.01502 0.32418
F -1.83400 -0.75649 -1.16227
F 1.32551 -1.18770 -0.65823
F 1.75084 -0.55006 1.40371
O -1.82939 1.40147 0.14084
C 1.11742 -0.23910 0.25480

Forces on atoms 1 to 3 (eV/Å):
Cl 0.24 0.20 -0.05
S -0.73 -1.89 -0.74
F 0.04 0.63 1.07

[4]
This record from the Open Molecules 2025 dataset describes a molecular structure, C18H39NO2P2PbSi in a non-equilibrium geometry. The level of theory is wB97M-V/def2-TZVPD.

Summary:
**Orbital gap**: 3.92 eV
**Relative energy (zero: lowest compared OMol25 entry of this formula, charge and spin)**: 0.000 eV
**Net charge**: 0

Geometry (Å):
Pb 0.90119 -1.48394 -0.14505
P -3.83748 1.14568 -2.15561
P 3.87805 -1.01392 0.38511
Si 0.26150 -1.91227 3.33228
O -1.59658 -1.22739 -0.76810
O 0.51187 -1.02370 2.00126
N 0.95607 0.69831 -0.53707
C 2.24405 1.88884 -3.78203
C 1.84093 -2.11378 4.35033
C -2.43248 0.25026 0.94028
C -2.16816 1.60328 -2.62406
C -2.57441 -0.88200 -0.03854
C 3.71469 0.21227 1.74214
C -4.70846 2.58637 -1.53061
C -1.06176 -1.10984 4.43082
C 1.31828 1.45471 -1.53914
C 2.16137 3.27387 -3.55918
C 1.20810 2.89217 -1.36811
C -3.72310 -1.83381 0.14597
C 4.75364 -0.01600 -0.88144
C 1.62741 3.76500 -2.35239
C -4.70803 0.45975 -3.56286
C -0.37133 -3.63981 2.87666
C 1.82048 0.99069 -2.82118
C 5.20630 -2.12381 0.99678
H -5.04553 -0.55581 -3.31695
H 0.43258 -4.27236 2.47219
H -5.57760 1.08711 -3.79987
H -1.09540 -1.58505 5.42202
H -5.58252 2.78473 -2.16471
H 4.54815 1.04958 -0.72308
H -4.03964 0.42091 -4.43238
H -2.06051 -1.20383 3.98215
H 2.71863 0.11031 2.19422
H -1.70966 0.98383 0.55987
H 4.79686 -2.77290 1.78463
H -3.92520 -2.35512 -0.79942
H -0.78502 -4.14723 3.76118
H -3.74449 0.16405 -1.12066
H -4.04021 3.45759 -1.54035
H -1.16891 -3.58223 2.12203
H -1.45104 1.10506 -1.95881
H 2.50907 3.96890 -4.32493
H 3.81151 1.22074 1.31998
H -2.04522 2.69355 -2.54997
H -0.85548 -0.04058 4.57770
H 5.83463 -0.20402 -0.84036
H 5.54809 -2.75773 0.16475
H 1.86960 -0.09050 -2.98897
H -1.98353 1.27971 -3.65761
H 2.64751 1.51322 -4.72548
H 1.54878 4.84050 -2.18787
H -3.46324 -2.58393 0.91066
H -4.63539 -1.31816 0.47741
H 0.79712 3.24431 -0.41825
H 4.49803 0.04213 2.49374
H -2.04485 -0.12637 1.89980
H 6.04960 -1.53945 1.39344
H -5.03896 2.39004 -0.50172
H 4.37120 -0.29828 -1.87067
H -3.40264 0.72764 1.12957
H 2.03591 -1.22979 4.97418
H 1.73052 -2.97547 5.02364
H 2.72510 -2.28600 3.72259

Forces on atoms 1 to 3 (eV/Å):
Pb 0.57 1.35 -0.20
P 0.88 0.10 0.14
P -0.28 0.36 0.08

[5]
This record from the Open Molecules 2025 dataset describes 2 unconnected molecules or ions with the total composition C4H8NO3 in a non-equilibrium geometry. The level of theory is wB97M-V/def2-TZVPD.

Summary:
**Orbital gap**: 8.47 eV
**Relative energy (zero: lowest compared OMol25 entry of this formula, charge and spin)**: 0.490 eV
**Net charge**: -1

Geometry (Å):
O 2.94567 2.00973 0.33887
O -1.03781 -1.38257 -1.49547
O -1.35899 0.04600 0.22365
N 0.96239 1.37647 1.22885
C -1.37677 -1.08127 -0.32892
C -1.89352 -2.28455 0.52006
C 1.76302 1.70991 0.16412
C 1.26400 1.30696 -1.15928
H 1.60482 0.29539 -1.40365
H -2.63970 -2.86427 -0.02241
H -1.10482 -3.02129 0.66884
H 0.19857 1.38167 -1.33990
H 0.03622 1.00444 0.99082
H 1.79500 1.83620 -1.96004
H 1.21243 1.47778 2.19246
H -2.37052 -1.81058 1.38200

Forces on atoms 1 to 3 (eV/Å):
O -0.29 0.80 -0.20
O 0.06 0.42 0.23
O -0.03 0.15 0.22

[6]
This record from the Open Molecules 2025 dataset describes a molecular structure, C30H30AuBClFN4OP. The level of theory is wB97M-V/def2-TZVPD.

Summary:
**Orbital gap**: 9.42 eV
**Relative energy (zero: lowest compared OMol25 entry of this formula, charge and spin)**: 0.000 eV
**Net charge**: +1

Geometry (Å):
Au -0.40642 -0.40542 -1.94424
Cl 1.69800 -0.97877 -4.22312
P 0.77514 -2.15928 -1.15507
F 0.68623 1.98636 6.14129
O 0.80979 2.22330 -0.27407
N -3.46597 3.74704 0.57244
N -1.39963 2.63817 0.26288
N -1.52066 4.81259 -0.17481
N -1.57201 1.16723 -2.52798
C 1.40492 -2.39617 1.60280
C 0.85624 1.24236 3.92640
C -0.14946 4.45780 -0.50188
C -1.63825 1.43426 1.07663
C 2.15616 -2.06146 2.72319
C -1.73282 2.14754 3.48617
C -2.26713 -5.54255 -0.48541
C 2.47467 -2.33471 -3.46370
C -1.37128 -3.39152 0.09871
C 4.20394 -3.99182 -3.63070
C 3.46058 -0.53677 1.40072
C -1.28897 -5.68269 -1.45712
C -1.02221 1.55202 2.44691
C -2.30940 -4.39167 0.29023
C 1.68927 -1.80932 0.37561
C 0.12624 1.84510 4.93211
C -2.18206 3.75005 0.23346
C 2.81114 -3.90392 -1.68889
C 2.09241 -2.82423 -2.21737
C -2.08047 2.16999 -2.78432
C 2.72058 -0.87381 0.28064
C -0.35996 -3.54305 -0.85026
C 3.18158 -1.13445 2.62481
C -0.10583 2.98219 -0.17630
C -1.16427 2.30059 4.73989
C -2.12059 6.09843 -0.49446
C -0.33760 -4.68902 -1.64184
C 0.27274 1.09580 2.67793
C 3.85183 -4.48810 -2.38149
C 3.52157 -2.91738 -4.16880
B -2.73581 3.57650 -3.06363
H -2.76804 6.42602 0.31860
H 0.57214 5.01227 0.09897
H 4.26157 0.18551 1.31575
H -3.00286 -6.32192 -0.33941
H 2.54164 -4.28575 -0.71072
H -1.70230 2.75275 5.56126
H 0.41546 -4.81501 -2.40719
H 0.62859 -3.14390 1.69602
H -1.23615 0.58053 0.52916
H -1.44691 -2.47957 0.68148
H -3.94618 2.86532 0.63512
H 0.04918 4.60554 -1.56450
H -2.74902 2.48927 3.32387
H 2.95049 -0.40804 -0.67166
H 1.94002 -2.53791 3.67039
H 1.85990 0.89481 4.12554
H -3.57527 3.75011 -2.19908
H 3.77123 -0.88243 3.49696
H -1.32262 6.82788 -0.60009
H -1.26250 -6.56748 -2.07888
H 4.38846 -5.32188 -1.95039
H -3.08081 -4.26679 1.03842
H -3.22862 3.55199 -4.15912
H -2.71340 1.27419 1.15273
H -4.03252 4.54196 0.32526
H 3.79086 -2.51667 -5.13574
H -2.67348 6.03367 -1.43258
H 0.83371 0.62874 1.87630
H 5.01659 -4.43925 -4.18697
H -1.84139 4.39481 -2.99687

Forces on atoms 1 to 3 (eV/Å):
Au -0.02 0.03 0.05
Cl -0.02 -0.01 0.00
P 0.00 -0.11 -0.13